Arrangement 1

49
Properties=species:S:1:pos:R:3:nbo_charge:R:1 method="wB97M-V/def2-TZVPD" homo_lumo_gap_ev=9.2 charge=0 lumo_energy_ev=0.50 smiles="Cc1cccc(OCC(=O)Nc2cccc(C(=O)NCC(C)C)c2)c1" homo_ev=-8.710 spin_multiplicity=1
O 3.301 -1.775 -1.836 -0.602
O -2.505 -1.493 3.130 -0.617
O 2.050 1.439 -2.738 -0.506
N 1.355 -0.696 -1.288 -0.603
N -3.180 -0.824 1.079 -0.611
C -6.975 -0.878 1.238 -0.603
C 0.810 -1.467 -0.258 0.154
C -5.385 -2.819 1.309 -0.609
C 2.737 0.242 -3.010 -0.164
C -0.990 -1.773 1.317 -0.046
C -0.351 -2.903 1.817 -0.206
C 3.500 1.862 -0.812 -0.277
C 0.847 -3.319 1.266 -0.191
C 1.431 -2.614 0.230 -0.231
C 2.268 4.364 -0.602 0.025
C -2.283 -1.359 1.943 0.644
C 1.901 3.479 -1.600 -0.274
C 3.265 3.987 0.294 -0.245
C 3.869 2.751 0.186 -0.186
C -0.403 -1.053 0.286 -0.263
C 2.513 2.233 -1.713 0.292
C -5.585 -1.376 0.854 -0.217
C -4.520 -0.463 1.476 -0.226
C 1.612 5.705 -0.480 -0.631
C 2.514 -0.865 -1.969 0.654
H -6.136 -3.467 0.864 0.208
H -4.401 -3.185 1.020 0.211
H -7.127 0.145 0.899 0.206
H 3.981 0.898 -0.868 0.219
H 1.113 5.795 0.483 0.222
H 0.879 5.856 -1.268 0.214
H 4.638 2.463 0.887 0.217
H -0.864 -0.146 -0.082 0.208
H 2.358 6.497 -0.542 0.222
H -4.549 -0.540 2.565 0.234
H -0.809 -3.439 2.634 0.232
H -2.985 -0.847 0.091 0.392
H -7.741 -1.505 0.788 0.211
H 3.814 0.404 -3.128 0.210
H 1.338 -4.201 1.649 0.218
H 1.135 3.738 -2.316 0.219
H -5.465 -2.885 2.392 0.211
H -4.711 0.578 1.188 0.191
H 2.338 -0.113 -3.967 0.222
H 0.824 0.132 -1.537 0.413
H 2.366 -2.934 -0.198 0.255
H -7.099 -0.904 2.318 0.206
H -5.484 -1.332 -0.238 0.185
H 3.562 4.668 1.077 0.212



Arrangement 2

49
Properties=species:S:1:pos:R:3:nbo_charge:R:1 method="wB97M-V/def2-TZVPD" homo_lumo_gap_ev=9.1 charge=0 lumo_energy_ev=0.37 smiles="CCOc1cccc(C(=O)Nc2cccc(C(=O)NCC(C)C)c2)c1" homo_ev=-8.772 spin_multiplicity=1
O 4.413 -0.981 1.870 -0.585
O -3.695 -1.026 0.857 -0.616
O 2.352 -0.179 -3.602 -0.516
N -2.502 0.873 1.127 -0.609
N 2.205 -1.161 1.551 -0.621
C 4.940 -2.263 -2.189 -0.197
C 2.891 -0.630 -1.274 -0.311
C -1.339 -1.151 0.564 -0.127
C 0.535 1.055 -4.492 -0.617
C -3.604 2.124 2.965 -0.221
C 3.497 -1.160 1.095 0.669
C -4.913 2.828 3.312 -0.604
C -2.415 3.035 3.262 -0.609
C 0.985 -2.562 -0.030 -0.217
C 4.129 -1.606 -3.089 -0.254
C -0.146 -0.829 1.199 -0.199
C 4.731 -2.125 -0.826 -0.200
C -2.625 -0.450 0.871 0.656
C -1.363 -2.185 -0.366 -0.184
C -3.627 1.702 1.489 -0.225
C 1.024 -1.519 0.894 0.140
C -0.205 -2.882 -0.657 -0.197
C 1.233 0.598 -3.221 -0.067
C 3.095 -0.779 -2.639 0.388
C 3.695 -1.323 -0.371 -0.129
H 0.549 -0.003 -2.605 0.176
H -0.334 1.657 -4.241 0.214
H 1.217 1.644 -5.098 0.215
H 5.358 -2.634 -0.110 0.230
H -5.033 3.724 2.707 0.201
H 4.273 -1.708 -4.153 0.223
H -3.643 2.591 0.850 0.188
H -2.449 3.922 2.632 0.201
H 2.113 -0.873 2.518 0.412
H -2.301 -2.434 -0.838 0.236
H -3.518 1.217 3.574 0.202
H -5.760 2.172 3.129 0.213
H 2.121 0.025 -0.899 0.227
H -0.228 -3.694 -1.369 0.221
H 5.741 -2.890 -2.550 0.218
H -0.113 -0.058 1.956 0.204
H -1.593 1.304 1.100 0.394
H -1.471 2.523 3.090 0.197
H 1.881 -3.123 -0.242 0.229
H 0.217 0.191 -5.069 0.215
H -2.436 3.355 4.301 0.216
H -4.923 3.117 4.360 0.211
H -4.520 1.104 1.292 0.239
H 1.561 1.469 -2.636 0.170



arrangement 1 is preferred energetically. Next in line: 0.0050 hartree higher.



Arrangement 1

22
Properties=species:S:1:pos:R:3:nbo_charge:R:1 method="wB97M-V/def2-TZVPD" homo_lumo_gap_ev="10.4 / 8.1" charge=0 lumo_energy_ev="0.82 / -1.42" homo_ev="-9.580 / -9.531" spin_multiplicity=2
O 1.897 1.950 -0.186 -0.301
O -3.091 0.323 0.630 -0.932
N -0.018 -0.518 1.648 -0.837
C 1.024 -0.171 0.677 -0.057
C -0.078 -1.651 -1.095 -0.624
C 0.700 -0.318 -0.799 -0.244
C 1.575 1.319 0.936 -0.131
C -0.239 0.851 -1.300 -0.605
H 0.821 1.905 1.602 0.170
H -1.279 0.614 -0.946 0.167
H 2.516 1.146 1.469 0.244
H -0.670 -1.690 -1.995 0.219
H -0.927 -0.209 1.295 0.321
H -2.455 -0.132 1.174 0.461
H 1.888 -0.821 0.959 0.196
H -0.143 1.100 -2.351 0.231
H -0.133 1.806 -0.773 0.220
H 0.564 -2.542 -1.210 0.211
H -2.737 0.780 -0.132 0.479
H -0.661 -1.986 -0.213 0.203
H -0.206 -1.463 1.967 0.379
H 1.649 -0.294 -1.360 0.229



Arrangement 2

22
Properties=species:S:1:pos:R:3:nbo_charge:R:1 method="wB97M-V/def2-TZVPD" homo_lumo_gap_ev="3.3 / 11.3" charge=0 lumo_energy_ev="0.71 / 0.49" homo_ev="-2.624 / -10.811" spin_multiplicity=2
O -2.321 -0.903 1.524 -0.724
O 1.066 1.861 2.472 -1.007
N 0.087 0.815 -0.062 -0.740
C 0.066 -1.225 -1.267 -0.437
C -0.493 -0.596 0.026 -0.100
C 1.445 0.672 -0.644 -0.362
C -2.027 -0.608 0.173 -0.121
C 1.259 -0.395 -1.716 -0.451
H 1.074 0.076 -2.682 0.222
H 2.017 1.637 2.405 0.464
H 0.820 1.660 3.394 0.474
H 0.293 -2.289 -1.147 0.221
H -0.771 -1.268 -1.971 0.216
H -0.545 1.429 -0.623 0.212
H 0.167 1.254 0.878 0.449
H -2.295 -1.493 -0.435 0.161
H -2.542 0.263 -0.233 0.189
H -3.235 -0.757 1.674 0.475
H 2.122 -1.061 -1.784 0.216
H 2.162 0.337 0.102 0.203
H -0.118 -1.059 0.931 0.229
H 1.768 1.650 -1.012 0.213



arrangement 1 is preferred energetically. Next in line: 0.0099 hartree higher.



Arrangement 1

22
Properties=species:S:1:pos:R:3:nbo_charge:R:1 method="wB97M-V/def2-TZVPD" homo_lumo_gap_ev="9.0 / 8.7" charge=0 lumo_energy_ev="0.90 / -0.14" homo_ev="-8.050 / -8.832" spin_multiplicity=2
O -3.303 0.526 -1.614 -0.948
O -0.448 0.352 2.535 -0.951
N -0.344 1.428 -1.102 -0.625
C -0.894 2.228 -0.079 -0.244
C 1.332 -1.915 -0.275 -0.423
C 1.097 -0.527 -0.774 -0.221
C -0.083 0.069 -0.744 -0.025
C 2.110 -1.927 1.032 -0.604
H -0.968 0.661 3.287 0.468
H 1.607 -1.328 1.791 0.228
H -0.484 1.078 1.888 0.473
H 0.456 1.858 -1.544 0.379
H 1.942 0.028 -1.147 0.186
H -3.801 0.851 -2.373 0.469
H 0.359 -2.396 -0.126 0.207
H -0.420 3.195 -0.050 0.167
H 1.859 -2.502 -1.020 0.204
H -0.940 -0.466 -0.362 0.208
H -1.971 2.212 -0.036 0.176
H 3.111 -1.511 0.920 0.196
H 2.258 -2.939 1.411 0.207
H -2.475 1.024 -1.616 0.476



Arrangement 2

22
Properties=species:S:1:pos:R:3:nbo_charge:R:1 method="wB97M-V/def2-TZVPD" homo_lumo_gap_ev="9.6 / 5.9" charge=0 lumo_energy_ev="0.45 / -3.20" homo_ev="-9.142 / -9.057" spin_multiplicity=2
O 0.820 0.870 -1.936 -0.994
O -1.151 1.117 -0.171 -0.499
N -3.882 0.237 0.648 -1.079
C 2.538 -0.213 0.959 -0.179
C 0.639 -1.513 -0.177 -0.151
C 1.075 -0.575 0.906 -0.483
C -0.665 -1.785 -0.315 -0.394
C 3.089 0.816 0.330 -0.389
H -1.423 -1.197 0.182 0.201
H -4.273 0.794 1.389 0.360
H -4.511 0.193 -0.140 0.357
H -3.008 0.621 0.310 0.364
H 0.774 1.040 -2.884 0.477
H -1.029 -2.475 -1.061 0.193
H 3.134 -0.716 1.723 0.193
H 0.506 0.374 0.748 0.233
H 2.588 1.317 -0.490 0.221
H 1.305 -1.919 -0.925 0.214
H -0.033 0.836 -1.477 0.495
H 4.101 1.102 0.566 0.191
H 0.766 -0.988 1.865 0.231
H -1.360 2.065 -0.048 0.440



arrangement 1 is preferred energetically. Next in line: 0.0746 hartree higher.



Arrangement 1

61
Properties=species:S:1:pos:R:3:nbo_charge:R:1 method="wB97M-V/def2-TZVPD" homo_lumo_gap_ev=8.0 charge=0 lumo_energy_ev=0.35 smiles="O=c1[nH]c2cc3c(cc2cc1CN(Cc1nnnn1C[C@@H]1CCCO1)C1CCCC1)OCO3" homo_ev=-7.648 spin_multiplicity=1
O -5.756 1.371 1.638 -0.486
O -0.950 -3.557 -1.519 -0.642
O -6.755 0.281 -0.126 -0.467
O 1.402 3.767 0.751 -0.523
N 1.376 -1.039 -0.171 -0.456
N -0.528 1.109 -0.910 -0.208
N -1.245 -0.182 -2.479 -0.321
N -1.723 1.550 -1.316 -0.074
N -2.124 0.781 -2.239 -0.072
N -2.813 -2.392 -1.017 -0.552
C 2.973 3.831 -0.972 -0.426
C 2.817 -1.056 0.052 -0.032
C 0.201 1.760 0.135 -0.256
C 3.162 -0.786 1.534 -0.409
C -5.487 -0.188 0.023 0.270
C -3.519 -1.445 -0.335 0.218
C -1.527 -1.085 0.999 -0.053
C -2.893 -0.781 0.740 -0.151
C 3.883 -3.029 1.023 -0.402
C -4.841 -1.149 -0.703 -0.285
C 1.806 2.972 -1.460 -0.438
C -4.871 0.475 1.101 0.270
C 0.990 -0.824 -1.560 -0.290
C 0.762 3.117 -0.335 0.101
C -3.591 0.199 1.476 -0.231
C 0.648 -2.177 0.397 -0.258
C 3.550 -2.369 -0.312 -0.440
C -1.487 -2.709 -0.827 0.637
C -6.925 1.283 0.855 0.236
C 2.799 3.737 0.542 -0.066
C -0.241 0.008 -1.651 0.358
C 4.199 -1.840 1.927 -0.405
C -0.831 -1.966 0.245 -0.164
H 2.948 -3.003 -0.960 0.219
H 1.415 3.299 -2.421 0.230
H 4.150 -2.092 2.985 0.213
H -7.115 2.250 0.363 0.161
H -7.781 1.026 1.497 0.161
H 5.204 -1.474 1.710 0.196
H 4.718 -3.724 0.944 0.214
H 3.545 0.225 1.674 0.211
H 4.474 -2.131 -0.842 0.208
H 2.117 1.931 -1.547 0.194
H 2.848 4.864 -1.296 0.209
H 2.267 -0.881 2.147 0.206
H 0.791 -1.760 -2.099 0.241
H 0.906 -2.257 1.453 0.207
H 1.003 1.093 0.458 0.252
H 3.941 3.466 -1.308 0.216
H 3.232 4.573 1.091 0.196
H -5.315 -1.645 -1.532 0.230
H 3.020 -3.575 1.406 0.199
H -3.256 -2.841 -1.810 0.418
H 1.794 -0.304 -2.092 0.224
H -0.082 3.747 -0.643 0.194
H -3.118 0.712 2.296 0.225
H 0.902 -3.118 -0.111 0.214
H 3.218 -0.241 -0.560 0.196
H -1.029 -0.550 1.797 0.205
H 3.224 2.797 0.924 0.154
H -0.482 1.948 0.968 0.223



Arrangement 2

61
Properties=species:S:1:pos:R:3:nbo_charge:R:1 method="wB97M-V/def2-TZVPD" homo_lumo_gap_ev=8.0 charge=0 lumo_energy_ev=0.48 homo_ev=-7.516 spin_multiplicity=1
O 2.867 -1.494 -2.535 -0.627
O -3.974 1.403 -1.217 -0.431
O 3.519 -0.656 2.030 -0.842
O -2.949 -1.369 2.183 -0.459
N -0.405 1.668 -0.509 -0.285
N -0.162 0.092 -1.781 0.075
N 1.518 -1.706 -0.798 -0.450
N 0.563 0.888 -1.166 -0.055
N -1.427 0.205 -1.644 -0.282
N 4.210 -0.295 -0.361 -0.532
C 2.775 -2.344 0.040 -0.250
C -5.036 -1.503 0.865 -0.614
C -1.952 -1.625 1.404 0.337
C 5.603 2.203 1.633 -0.352
C 4.933 0.892 -0.081 -0.060
C 3.588 -0.978 0.419 0.679
C -6.286 1.628 -0.792 -0.626
C 1.807 -1.637 -2.097 0.688
C -1.457 1.285 -0.986 0.235
C -4.137 -2.179 1.892 -0.099
C -1.860 -2.610 0.175 -0.204
C -2.858 1.661 -0.521 0.334
C -5.037 1.916 -0.166 0.252
C 0.305 -1.851 0.185 0.084
C 0.567 -0.866 -2.838 -0.277
C -4.476 2.815 0.677 -0.295
C -0.744 -2.589 -0.312 -0.218
C 3.859 2.176 -0.021 -0.382
C 4.293 2.432 1.509 -0.412
C -0.957 -0.803 1.726 -0.294
C -3.185 2.671 0.718 -0.293
C 0.263 -0.872 1.008 -0.180
C 5.799 0.973 0.923 -0.410
H -7.140 1.727 0.153 0.196
H -4.892 -2.218 2.755 0.194
H 3.928 3.359 1.784 0.203
H 2.833 1.788 -0.097 0.222
H -2.664 -2.950 0.203 0.183
H 2.509 -2.616 0.946 0.241
H -0.483 -3.240 -1.089 0.212
H 3.409 -2.872 -0.591 0.220
H -5.837 -2.094 0.862 0.203
H -4.999 3.286 1.354 0.228
H -0.968 -0.229 2.669 0.232
H 6.036 3.221 0.997 0.130
H 6.980 0.837 0.611 0.181
H -5.310 -0.573 1.002 0.213
H -2.323 3.186 1.110 0.244
H 5.893 0.258 1.484 0.245
H 1.067 -0.101 1.467 0.310
H -6.423 0.747 -1.178 0.222
H 3.860 2.994 -0.539 0.192
H -4.141 -3.207 1.704 0.188
H 0.935 -0.409 -3.748 0.242
H 4.005 -0.563 -1.225 0.424
H -4.463 -1.326 -0.106 0.203
H 3.748 1.689 2.255 0.237
H 5.189 1.236 -0.967 0.223
H -0.123 -1.571 -2.965 0.208
H -6.631 2.096 -1.596 0.217
H 6.044 2.377 2.579 0.232



arrangement 1 is preferred energetically. Next in line: 0.8152 hartree higher.